Molecular formula: C4H6N2OS
Method: DFT, wB97M-V/def2-TZVPD

Last column: natural (NBO) charge in e.
Positions of all 14 atoms, in Å:
C -0.562519 -0.014417 0.057726  -0.32
C 0.483863 -0.301651 -1.025274  -0.25
C 0.440297 -0.148890 1.285996  -0.04
C -1.230417 1.361562 0.114604  0.43
H -1.137146 -2.242314 0.165259  0.10
H 0.477920 -1.424420 -1.070255  0.20
H 0.354107 0.229240 -1.944804  0.23
H 2.599097 -0.100468 -0.850564  0.38
H 0.113902 -0.086841 2.327688  0.22
H -0.547409 2.297442 0.202845  0.13
N 1.709351 0.194112 -0.382071  -0.43
N 1.674305 -0.016237 0.918344  -0.18
O -2.413313 1.466388 0.049456  -0.49
S -1.962040 -1.213510 0.151054  0.03

Cartesian forces (eV/Å) of the 6 atoms listed first:
0.5177 -0.3844 1.7520
-0.1616 -0.3338 1.0524
-0.1430 0.7813 -0.5839
1.6667 0.6764 -0.4708
0.2867 -0.5563 0.0792
0.2740 0.8857 -0.6119

Calculated values
Energy relative to the best compared isomer or geometry (same formula, charge and spin) = 74.8 kcal per mole
Total charge = 0
SMILES = O=C[C@]1(S)C=NNC1

***

Molecular formula: C11H25FN2NbO7S
Method: DFT, wB97M-V/def2-TZVPD

Last column: natural (NBO) charge in e.
Positions of all 48 atoms, in Å:
C -0.376341 2.714722 1.486869  -0.71
C -1.210488 1.454727 1.512179  0.71
O -1.384498 0.856220 2.570194  -0.70
N -1.792995 1.085906 0.327957  -0.76
C -2.863097 0.088668 0.537441  -0.43
Nb -0.548550 0.627842 -1.351259  1.97
F -0.408985 2.422372 -1.895710  -0.57
C 0.973935 0.193118 -2.921019  -0.85
C 2.439157 0.544300 -2.637330  -0.41
C 3.371984 0.189431 -3.821125  -0.41
C 4.340631 -0.978082 -3.616817  -0.67
S 5.260399 -0.880529 -2.111218  2.36
O 4.684995 -1.680965 -1.074686  -0.93
O 5.661098 0.470691 -1.859930  -0.93
O 6.554726 -1.681158 -2.659653  -0.90
C -0.258935 -1.515173 -0.705036  -1.01
C -1.079036 -2.529803 -1.398284  0.79
O -0.977106 -2.909952 -2.536359  -0.61
O -2.121618 -3.066606 -0.614784  -0.75
H 0.659351 2.465195 1.718994  0.24
H -0.413173 3.206642 0.517219  0.23
H -0.760257 3.372680 2.268031  0.23
H -2.490950 -0.870929 0.898084  0.20
H -3.384820 -0.065991 -0.405227  0.22
H -3.570842 0.470372 1.279054  0.20
H -1.980938 0.068731 -2.396400  -0.38
H 0.874979 0.763404 -0.181692  -0.33
H 0.645965 0.721266 -3.827833  0.21
H 0.897296 -0.886009 -3.107711  0.22
H 2.758774 0.038000 -1.722523  0.21
H 2.529435 1.613348 -2.434162  0.21
H 3.948405 1.055996 -4.152293  0.21
H 2.738694 -0.110440 -4.660861  0.22
H 5.094858 -0.997586 -4.401509  0.24
H 3.842471 -1.949534 -3.606245  0.25
H 7.103479 -1.901173 -1.890784  0.50
H -0.409201 -1.542207 0.377705  0.23
H 0.789066 -1.752297 -0.909396  0.25
H -1.730979 -3.467002 0.168344  0.47
O -4.477235 1.863939 4.343390  -0.63
C -4.160461 0.887855 4.998178  0.67
N -3.240229 -0.019731 4.606989  -0.82
C -4.810617 0.619088 6.346593  -0.71
H -3.029004 -0.812130 5.182194  0.38
H -2.734074 0.100139 3.731016  0.45
H -5.886514 0.534045 6.201109  0.23
H -4.626156 1.473424 6.996166  0.23
H -4.442601 -0.284824 6.832142  0.20

Cartesian forces (eV/Å) of the 6 atoms listed first:
0.1491 -0.1314 -0.0114
-0.0847 0.2458 -0.1631
-0.0733 -0.0344 0.1826
0.4043 -0.4300 0.4454
-0.0462 0.1065 -0.1144
-0.7541 1.2541 -0.7539

Calculated values
Total charge = -1

***

Molecular formula: C3H2N4
Method: DFT, wB97M-V/def2-TZVPD

Last column: natural (NBO) charge in e.
Positions of all 9 atoms, in Å:
N -0.194221 3.010063 -0.796831  -0.29
C -0.328916 1.893522 -0.551495  0.26
C -0.387343 0.528627 -0.176433  -0.17
C 0.674527 -0.367166 -0.152003  0.07
N 0.338532 -1.470857 0.455235  -0.51
N -1.335444 -1.165731 0.871774  0.08
N -1.458598 -0.040337 0.436914  -0.09
H 1.643930 -0.181402 -0.598972  0.24
H 1.047532 -2.206721 0.511810  0.41

Cartesian forces (eV/Å) of the 6 atoms listed first:
-0.0928 -0.1920 -0.0928
-0.0252 0.3044 -0.0174
0.1873 0.2433 0.0047
-0.2613 0.0322 0.0345
-0.5245 0.3783 -0.1972
1.5555 -0.0016 -0.5000

Calculated values
Energy relative to the best compared isomer or geometry (same formula, charge and spin) = 38.7 kcal per mole
Total charge = 0
SMILES = N#Cc1c[nH]nn1

***

Molecular formula: H24HeO12
Method: DFT, wB97M-V/def2-TZVPD

Last column: natural (NBO) charge in e.
Positions of all 37 atoms, in Å:
He -0.370273 0.319569 0.252872  0.00
O -3.719643 0.901399 0.227302  -0.97
H -4.053073 0.700599 -0.647198  0.48
H -3.715063 1.857699 0.268642  0.50
O 1.433737 -0.168051 3.590642  -0.96
H 0.921007 -0.664241 2.952572  0.48
H 2.055777 0.331859 3.062062  0.46
O -2.326293 -0.856031 1.863822  -0.96
H -2.818023 -0.292181 1.266742  0.52
H -2.710343 -1.724661 1.744552  0.45
O 0.700687 3.509399 1.381342  -0.97
H 1.229667 2.776909 1.065312  0.49
H 1.337967 4.133069 1.729392  0.47
O -0.218063 2.204389 -3.173378  -0.97
H 0.550917 1.652829 -3.029528  0.49
H 0.118627 3.099689 -3.137248  0.47
O 1.598377 -2.265831 -1.947178  -0.97
H 1.857637 -2.641711 -1.105908  0.49
H 0.724897 -2.621821 -2.110098  0.47
O 2.200387 1.552959 0.336322  -0.97
H 2.088167 0.823749 -0.273498  0.50
H 3.121867 1.512219 0.592152  0.47
O 2.220267 -3.273231 0.568132  -0.95
H 1.597487 -2.618691 0.884302  0.50
H 1.673977 -4.003251 0.276802  0.46
O 1.757447 0.500289 -2.265268  -0.98
H 2.688287 0.621049 -2.452838  0.48
H 1.624127 -0.446441 -2.311688  0.51
O 0.167107 -1.914351 1.779842  -0.99
H -0.615583 -1.454981 1.475512  0.52
H -0.169223 -2.689201 2.230072  0.48
O -1.338493 3.175079 -0.612038  -0.99
H -0.996223 2.464889 -1.154928  0.48
H -0.624163 3.382209 -0.009498  0.49
O -2.938483 -2.400821 -1.266638  -0.92
H -2.098023 -2.661151 -1.643598  0.46
H -2.957453 -2.823201 -0.407878  0.46

Cartesian forces (eV/Å) of the 6 atoms listed first:
0.0133 0.0377 -0.0455
-0.2058 -0.2782 0.1067
0.0064 -0.1757 -0.2543
0.3397 0.3874 0.1002
0.2907 0.2219 0.5012
-0.2431 -0.2887 -0.2566

Calculated values
Energy relative to the best compared isomer or geometry (same formula, charge and spin) = 17.9 kcal per mole
Total charge = 0

***

Gap between HOMO and LUMO, record by record: 9.5, 7.7, 10.2, 9.7 eV
HOMO, record by record: -0.3285, -0.2030, -0.3553, -0.3741 Ha
LUMO, record by record: 0.0209, 0.0800, 0.0194, -0.0170 Ha